Version w
Computed, not measured: an isolated molecule of C21H26FN3O, with ωB97M-V with the def2-TZVPD basis set.

Results
structure (SMILES) = C[C@H](NC(=O)CN1CCN(Cc2cccc(F)c2)CC1)c1ccccc1
HOMO-LUMO gap = 8.72 eV
highest occupied orbital energy = -8.067 eV

Last column: Löwdin charge in e.
CARTESIAN COORDINATES (ANGSTROEM)
C (5.159, 1.866, -0.341)  -0.0349
C (4.119, 0.877, -0.866)  -0.2995
N (2.760, 1.379, -0.693)  0.1146
C (2.221, 1.960, 0.396)  -0.4913
O (2.815, 2.334, 1.385)  0.0506
C (0.709, 2.160, 0.240)  -0.1015
N (0.121, 1.056, -0.499)  -0.1865
C (-1.199, 1.331, -1.049)  -0.1579
C (-2.313, 1.296, 0.009)  -0.1534
N (-2.341, 0.051, 0.760)  -0.1699
C (-2.941, -1.056, 0.036)  -0.1569
C (-4.414, -0.818, -0.164)  -0.2185
C (-5.032, -1.089, -1.378)  -0.0492
C (-6.391, -0.878, -1.542)  -0.0769
C (-7.155, -0.387, -0.499)  -0.0171
C (-6.526, -0.118, 0.703)  -0.2658
F (-7.260, 0.363, 1.730)  0.0558
C (-5.174, -0.327, 0.890)  0.0378
C (-1.026, -0.227, 1.312)  -0.1575
C (0.094, -0.191, 0.261)  -0.1469
C (4.275, -0.486, -0.223)  -0.1888
C (4.624, -1.589, -0.992)  -0.0419
C (4.761, -2.838, -0.412)  -0.0885
C (4.543, -2.999, 0.945)  -0.0955
C (4.192, -1.905, 1.718)  -0.0771
C (4.061, -0.655, 1.140)  -0.0354
H (6.155, 1.470, -0.521)  0.0849
H (5.055, 2.819, -0.854)  0.0844
H (5.024, 2.031, 0.722)  0.0690
H (4.259, 0.767, -1.949)  0.1407
H (2.071, 1.039, -1.351)  0.1356
H (0.290, 2.318, 1.243)  0.1229
H (0.558, 3.080, -0.334)  0.1346
H (-1.181, 2.305, -1.541)  0.1201
H (-1.394, 0.571, -1.813)  0.1163
H (-3.285, 1.442, -0.466)  0.1215
H (-2.159, 2.107, 0.728)  0.1230
H (-2.469, -1.256, -0.940)  0.1146
H (-2.815, -1.953, 0.652)  0.1341
H (-4.447, -1.469, -2.202)  0.1082
H (-6.858, -1.094, -2.491)  0.1045
H (-8.214, -0.212, -0.605)  0.1149
H (-4.708, -0.101, 1.835)  0.1279
H (-1.043, -1.202, 1.802)  0.1212
H (-0.831, 0.531, 2.078)  0.1189
H (1.063, -0.332, 0.744)  0.1154
H (-0.049, -1.006, -0.458)  0.1236
H (4.794, -1.469, -2.053)  0.1080
H (5.038, -3.686, -1.021)  0.1005
H (4.648, -3.974, 1.399)  0.0994
H (4.022, -2.025, 2.778)  0.1030
H (3.792, 0.194, 1.748)  0.1050

---

Version x
Computed, not measured: an isolated molecule of C21H26FN3O, with ωB97M-V with the def2-TZVPD basis set.

Results
structure (SMILES) = CCCCC(=O)Nc1ccccc1N1CCN(c2ccc(F)cc2)CC1
HOMO-LUMO gap = 8.17 eV
highest occupied orbital energy = -7.490 eV

Last column: Löwdin charge in e.
CARTESIAN COORDINATES (ANGSTROEM)
C (-2.681, 3.496, -0.614)  -0.1052
C (-1.725, 3.164, -1.754)  -0.2538
C (-0.996, 1.838, -1.551)  -0.2094
C (-1.906, 0.612, -1.660)  -0.1053
C (-1.078, -0.656, -1.529)  -0.4884
O (0.067, -0.742, -1.913)  0.0874
N (-1.727, -1.682, -0.906)  0.1076
C (-1.117, -2.945, -0.696)  -0.1723
C (-1.710, -4.068, -1.261)  -0.0267
C (-1.107, -5.307, -1.182)  -0.0951
C (0.117, -5.425, -0.542)  -0.0882
C (0.690, -4.325, 0.058)  -0.0148
C (0.080, -3.067, 0.028)  -0.1758
N (0.662, -2.051, 0.788)  -0.0822
C (1.967, -1.557, 0.372)  -0.1306
C (2.647, -0.846, 1.547)  -0.1443
N (1.805, 0.192, 2.112)  -0.0963
C (1.722, 1.434, 1.491)  -0.2344
C (2.470, 1.770, 0.356)  -0.0169
C (2.392, 3.026, -0.214)  -0.0089
C (1.560, 3.975, 0.346)  -0.2960
F (1.462, 5.201, -0.224)  0.0411
C (0.827, 3.693, 1.483)  -0.0219
C (0.916, 2.438, 2.048)  -0.0218
C (0.574, -0.423, 2.571)  -0.1339
C (-0.168, -1.021, 1.368)  -0.1344
H (-2.151, 3.481, 0.336)  0.0638
H (-3.502, 2.784, -0.565)  0.0626
H (-3.104, 4.488, -0.754)  0.0695
H (-0.977, 3.956, -1.824)  0.1011
H (-2.273, 3.141, -2.699)  0.1062
H (-0.205, 1.737, -2.295)  0.1178
H (-0.516, 1.845, -0.568)  0.0940
H (-2.389, 0.605, -2.641)  0.1305
H (-2.681, 0.630, -0.893)  0.1102
H (-2.734, -1.642, -0.835)  0.1483
H (-2.644, -3.950, -1.793)  0.1114
H (-1.578, -6.168, -1.631)  0.0993
H (0.612, -6.383, -0.492)  0.1014
H (1.621, -4.430, 0.596)  0.1132
H (2.574, -2.400, 0.041)  0.1232
H (1.851, -0.863, -0.471)  0.1052
H (3.606, -0.428, 1.243)  0.1170
H (2.834, -1.569, 2.347)  0.1247
H (3.117, 1.049, -0.114)  0.1017
H (2.962, 3.266, -1.097)  0.1202
H (0.199, 4.454, 1.920)  0.1184
H (0.357, 2.246, 2.950)  0.1052
H (-0.064, 0.300, 3.074)  0.1055
H (0.831, -1.212, 3.282)  0.1270
H (-1.112, -1.469, 1.687)  0.1350
H (-0.377, -0.191, 0.676)  0.1085

---

If you had to bet on the most stable structure above, which would it be? Bet on version x.